{
  "formula": "C17H22N4O5",
  "method": "ωB97M-V with the def2-TZVPD basis set",
  "species": ["O", "O", "O", "O", "O", "N", "N", "N", "N", "C", "C", "C", "C", "C", "C", "C", "C", "C", "C", "C", "C", "C", "C", "C", "C", "C", "H", "H", "H", "H", "H", "H", "H", "H", "H", "H", "H", "H", "H", "H", "H", "H", "H", "H", "H", "H", "H", "H"],
  "xyz": [[-3.352, -1.011, 2.167], [0.986, -1.896, 0.542], [1.229, 2.009, -2.284], [2.888, 0.830, -3.243], [0.403, 1.573, 5.079], [-2.899, -4.696, 4.725], [-3.301, -4.111, 2.033], [0.678, 0.055, -0.535], [-1.171, -1.632, 2.062], [-3.417, -5.600, 3.895], [0.963, 2.498, 5.980], [4.635, 3.803, -2.951], [-2.586, -3.514, 4.212], [-2.482, -1.847, 2.322], [-2.790, -3.217, 2.871], [-3.778, -6.939, 4.462], [3.963, 2.962, -3.473], [-0.166, 0.611, 2.389], [1.907, 1.019, -2.351], [-3.607, -5.294, 2.549], [-0.714, -0.428, 1.402], [3.149, 1.939, -4.122], [-0.661, 2.132, 4.335], [-1.208, 1.080, 3.395], [1.765, -0.178, -1.448], [0.385, -0.840, 0.429], [-2.163, -2.776, 4.885], [2.708, -0.338, -0.919], [1.599, -1.069, -2.059], [1.767, 1.995, 6.511], [-4.529, -6.824, 5.243], [0.205, 1.471, 1.822], [1.372, 3.369, 5.453], [2.206, 2.366, -4.462], [-2.901, -7.401, 4.917], [-0.527, -2.411, 2.031], [0.219, 2.849, 6.705], [-2.079, 1.485, 2.874], [-4.169, -7.605, 3.694], [-1.449, 2.483, 5.015], [0.188, 0.932, -0.625], [5.231, 4.549, -2.484], [-1.564, 0.233, 3.986], [0.689, 0.181, 2.915], [-1.561, -0.004, 0.857], [3.680, 1.508, -4.967], [-4.021, -6.031, 1.870], [-0.300, 3.004, 3.770]],
  "forces_ev_per_a": [[0.0, 0.0, 0.0], [0.0, 0.0, 0.0], [0.0, 0.0, 0.0], [0.0, 0.0, 0.0], [0.0, 0.0, 0.0], [0.0, 0.0, 0.0], [0.0, 0.0, 0.0], [0.1, 0.0, 0.0], [0.0, 0.0, 0.0], [0.0, 0.0, 0.0], [0.0, 0.0, 0.0], [0.0, 0.0, 0.0], [0.0, 0.0, 0.0], [0.0, 0.0, 0.0], [0.0, 0.0, 0.0], [0.0, 0.0, 0.0], [0.0, 0.0, 0.0], [0.0, 0.0, 0.0], [0.0, 0.0, 0.0], [0.0, 0.0, 0.0], [0.0, 0.0, 0.0], [0.0, 0.0, 0.0], [0.0, 0.0, 0.0], [0.0, 0.0, 0.0], [0.0, 0.0, 0.0], [0.0, 0.0, 0.0], [0.0, 0.0, 0.0], [0.0, 0.0, 0.0], [0.0, 0.0, 0.0], [0.0, 0.0, 0.0], [0.0, 0.0, 0.0], [0.0, 0.0, 0.0], [0.0, 0.0, 0.0], [0.0, 0.0, 0.0], [0.0, 0.0, 0.0], [0.0, 0.0, 0.0], [0.0, 0.0, 0.0], [0.0, 0.0, 0.0], [0.0, 0.0, 0.0], [0.0, 0.0, 0.0], [0.0, 0.0, 0.0], [0.0, 0.0, 0.0], [0.0, 0.0, 0.0], [0.0, 0.0, 0.0], [0.0, 0.0, 0.0], [0.0, 0.0, 0.0], [0.0, 0.0, 0.0], [0.0, 0.0, 0.0]],
  "nbo_charge": [-0.606, -0.639, -0.595, -0.485, -0.545, -0.384, -0.350, -0.612, -0.613, 0.175, -0.244, -0.184, 0.017, 0.664, 0.053, -0.641, -0.059, -0.392, 0.796, -0.006, -0.144, -0.152, -0.053, -0.417, -0.323, 0.690, 0.204, 0.240, 0.238, 0.194, 0.233, 0.201, 0.163, 0.232, 0.233, 0.432, 0.164, 0.220, 0.215, 0.169, 0.426, 0.238, 0.213, 0.224, 0.233, 0.227, 0.196, 0.156],
  "lumo_ev": 0.560,
  "smiles": "C#CCOC(=O)CNC(=O)[C@H](CCCOC)NC(=O)c1cnc(C)cn1",
  "homo_ha": -0.344,
  "multiplicity": 1
}

{
  "formula": "H12O6",
  "method": "ωB97M-V with the def2-TZVPD basis set",
  "species": ["O", "O", "O", "O", "O", "O", "H", "H", "H", "H", "H", "H", "H", "H", "H", "H", "H", "H"],
  "xyz": [[31.239, 7.924, 6.293], [33.814, 4.787, 7.616], [33.329, 4.896, 1.931], [31.048, 6.778, 0.724], [35.273, 7.472, 5.853], [32.927, 6.681, 4.339], [33.681, 5.158, 1.072], [31.812, 7.542, 5.603], [30.763, 6.226, -0.010], [33.949, 5.680, 7.948], [31.700, 6.250, 1.198], [35.379, 8.255, 6.404], [33.992, 4.306, 2.304], [30.602, 8.460, 5.813], [35.996, 6.887, 6.103], [33.829, 6.760, 4.678], [32.949, 6.035, 3.621], [34.264, 4.772, 6.767]],
  "forces_ev_per_a": [[0.2, 0.0, -0.1], [0.2, -0.1, 0.1], [0.1, 0.0, -0.1], [0.1, 0.0, -0.1], [0.2, -0.2, 0.1], [0.1, -0.1, 0.0], [0.1, 0.0, 0.1], [-0.2, -0.1, 0.1], [0.0, 0.0, 0.0], [-0.1, 0.0, -0.1], [-0.2, 0.0, 0.1], [-0.1, 0.0, -0.1], [-0.1, -0.1, 0.0], [0.0, 0.0, 0.0], [0.0, 0.1, 0.0], [-0.1, 0.2, 0.0], [0.0, 0.2, 0.0], [-0.1, 0.1, -0.1]],
  "nbo_charge": [-0.971, -0.931, -0.963, -0.938, -0.958, -0.985, 0.484, 0.497, 0.465, 0.472, 0.473, 0.490, 0.486, 0.461, 0.475, 0.491, 0.492, 0.460],
  "lumo_ev": -0.025,
  "smiles": "O.O.O.O.O.O",
  "homo_ha": -0.381,
  "multiplicity": 1
}

{
  "formula": "C37H26N7O4S2Zr",
  "method": "ωB97M-V with the def2-TZVPD basis set",
  "species": ["Zr", "S", "S", "O", "O", "O", "O", "N", "N", "N", "N", "N", "N", "N", "C", "C", "C", "C", "C", "C", "C", "C", "C", "C", "C", "C", "C", "C", "C", "C", "C", "C", "C", "C", "C", "C", "C", "C", "C", "C", "C", "C", "C", "C", "C", "C", "C", "C", "C", "C", "C", "H", "H", "H", "H", "H", "H", "H", "H", "H", "H", "H", "H", "H", "H", "H", "H", "H", "H", "H", "H", "H", "H", "H", "H", "H", "H"],
  "xyz": [[-0.349, -0.273, 0.636], [0.658, -1.071, -2.712], [-1.717, -2.139, 1.672], [1.619, -0.029, 4.400], [-3.331, 2.670, 0.272], [4.266, -5.439, 2.034], [4.419, -4.313, 0.139], [0.637, 2.082, 0.247], [0.159, 0.360, 2.636], [-1.873, 1.121, 1.214], [0.382, 0.193, -1.573], [0.375, 1.727, -3.325], [1.980, -0.591, 0.943], [-2.220, -0.451, -0.886], [0.796, 2.985, 1.206], [-0.266, -0.471, -4.083], [0.453, 4.789, -0.315], [-2.742, 1.605, 0.277], [-2.994, 0.632, -0.851], [2.358, -4.134, 1.286], [0.307, 3.848, -1.330], [-4.329, -0.137, -2.652], [3.759, -4.624, 1.092], [-0.930, -1.308, -4.965], [1.645, -3.771, 0.155], [2.915, -0.910, 0.035], [-1.795, 1.703, 2.510], [0.727, 4.353, 0.963], [-1.556, -0.767, -6.078], [-2.513, 3.113, 4.320], [-3.561, -1.293, -2.660], [-0.192, -2.999, 1.548], [2.330, -0.578, 2.232], [0.376, -3.224, 0.287], [-0.752, 1.209, 3.316], [-1.551, 0.606, -6.279], [0.392, 1.413, -2.011], [4.208, -1.239, 0.384], [-2.665, 2.662, 3.015], [-0.608, 1.675, 4.620], [0.434, 2.511, -1.006], [-2.516, -1.413, -1.765], [1.780, -3.959, 2.548], [-1.496, 2.622, 5.115], [4.551, -1.265, 1.729], [1.305, -0.075, 3.225], [3.595, -0.930, 2.670], [0.531, -3.390, 2.684], [-0.923, 1.448, -5.372], [-4.048, 0.850, -1.721], [-0.267, 0.899, -4.283], [-1.911, -2.309, -1.739], [2.333, -4.211, 3.447], [-3.458, 3.052, 2.400], [-3.202, 3.852, 4.707], [-1.380, 2.971, 6.133], [-3.770, -2.102, -3.346], [-5.152, -0.022, -3.345], [4.918, -1.503, -0.385], [0.451, 2.701, -3.564], [0.353, 5.843, -0.533], [2.618, -0.906, -1.003], [0.970, 2.609, 2.204], [5.552, -1.545, 2.033], [-0.203, -2.997, -0.603], [-0.936, 2.521, -5.519], [3.791, -0.905, 3.732], [2.095, -3.908, -0.819], [-0.932, -2.378, -4.794], [3.584, -5.722, 2.656], [-4.624, 1.758, -1.626], [0.863, 5.046, 1.781], [0.111, -3.209, 3.664], [0.181, 1.290, 5.242], [-2.044, 1.029, -7.144], [0.081, 4.181, -2.333], [-2.047, -1.418, -6.788]],
  "forces_ev_per_a": [[-0.3, -0.2, 0.2], [0.0, 0.0, 0.0], [0.0, 0.0, -0.1], [0.0, -0.1, 0.0], [0.0, 0.0, 0.0], [0.0, 0.0, 0.0], [0.0, 0.0, 0.1], [0.0, -0.1, -0.1], [0.0, 0.0, -0.1], [0.0, 0.0, 0.0], [0.0, -0.1, 0.0], [0.0, 0.0, 0.0], [0.0, 0.0, -0.1], [0.0, -0.1, 0.0], [0.0, 0.1, 0.0], [0.0, 0.0, 0.0], [0.0, 0.0, 0.0], [0.1, 0.0, 0.0], [0.0, 0.3, 0.2], [0.0, 0.0, 0.0], [0.0, 0.0, 0.1], [0.0, 0.0, 0.0], [-0.1, -0.2, -0.1], [0.0, 0.0, 0.0], [0.0, 0.0, 0.0], [0.0, 0.0, 0.1], [0.1, 0.1, 0.0], [0.0, 0.0, 0.0], [0.0, 0.0, 0.0], [0.0, 0.0, 0.0], [0.0, 0.0, 0.0], [0.1, 0.0, -0.1], [-0.1, 0.0, 0.1], [0.0, 0.0, -0.1], [0.0, 0.1, 0.0], [0.0, 0.0, 0.0], [0.0, 0.0, 0.0], [0.0, 0.0, 0.0], [-0.1, -0.1, 0.1], [-0.1, -0.1, 0.0], [0.0, 0.0, -0.1], [0.0, 0.1, 0.0], [0.0, 0.0, 0.0], [0.0, 0.0, 0.0], [0.0, 0.0, 0.0], [0.1, 0.1, 0.0], [0.0, 0.1, 0.0], [0.0, 0.0, 0.0], [0.0, 0.0, 0.0], [0.1, -0.2, -0.1], [0.0, 0.0, 0.0], [0.0, 0.0, 0.0], [0.0, 0.0, 0.0], [0.0, 0.0, 0.0], [0.0, 0.0, 0.0], [0.0, 0.0, 0.0], [0.0, 0.0, 0.0], [0.0, 0.0, 0.0], [0.0, 0.0, 0.0], [0.0, 0.0, 0.0], [0.0, 0.0, 0.0], [0.0, 0.0, 0.0], [0.0, 0.0, 0.0], [0.0, 0.0, 0.0], [0.0, 0.0, 0.0], [0.0, 0.0, 0.0], [0.0, 0.0, 0.0], [0.0, 0.0, 0.0], [0.0, 0.0, 0.0], [0.0, 0.0, 0.0], [0.0, 0.0, 0.0], [0.0, 0.0, 0.0], [0.0, 0.0, 0.0], [0.0, 0.0, 0.0], [0.0, 0.0, 0.0], [0.0, 0.0, 0.0], [0.0, 0.0, 0.0]],
  "lowdin_charge": [1.594, 1.028, 0.645, 0.076, 0.076, 0.138, 0.120, 0.056, -0.079, -0.066, -0.349, 0.154, 0.003, -0.034, -0.071, -0.457, -0.014, -0.457, -0.189, -0.134, 0.018, -0.017, -0.484, -0.089, -0.017, -0.120, -0.215, 0.005, -0.062, -0.077, -0.033, -0.710, -0.189, -0.165, -0.229, -0.055, -0.329, -0.031, -0.008, -0.007, -0.198, -0.145, -0.007, -0.075, -0.013, -0.466, 0.026, -0.085, -0.003, 0.030, -0.236, 0.092, 0.128, 0.100, 0.106, 0.107, 0.118, 0.120, 0.122, 0.135, 0.124, 0.063, 0.118, 0.127, 0.058, 0.122, 0.130, 0.132, 0.118, 0.109, 0.127, 0.125, 0.121, 0.099, 0.115, 0.116, 0.115],
  "lumo_ev": -3.790,
  "total_charge": 1,
  "homo_ha": -0.367,
  "multiplicity": 1
}

{
  "formula": "C4H12",
  "method": "ωB97M-V with the def2-TZVPD basis set",
  "species": ["C", "C", "C", "C", "H", "H", "H", "H", "H", "H", "H", "H", "H", "H", "H", "H"],
  "xyz": [[1.462, 1.883, 0.792], [0.243, 2.082, -0.139], [-1.531, -1.784, -0.642], [-0.191, -2.183, -0.034], [0.588, -1.984, -0.772], [-0.313, 1.173, -0.324], [-2.335, -1.686, 0.094], [2.382, 1.680, 0.261], [1.251, 1.097, 1.532], [0.653, 2.439, -1.093], [-0.422, 2.868, 0.221], [0.230, -1.728, 0.876], [-1.836, -2.629, -1.208], [-0.163, -3.227, 0.301], [-1.481, -0.918, -1.298], [1.436, 2.717, 1.496]],
  "forces_ev_per_a": [[-1.8, -0.2, 1.2], [0.9, 0.3, -0.4], [0.0, 0.0, 1.1], [0.9, 0.0, 0.6], [0.2, -0.4, -0.2], [0.0, -0.1, 0.0], [0.2, 0.4, 0.1], [0.2, 0.2, 0.1], [0.2, -0.4, -0.6], [-0.4, -0.1, -0.1], [-0.1, -0.2, 0.1], [-0.8, 0.7, -0.2], [-0.4, -0.7, -1.0], [-0.1, -0.1, -0.6], [0.0, 0.1, 0.2], [1.0, 0.5, -0.4]],
  "lowdin_spin": [0.124, 0.107, 0.176, 0.267, 0.049, 0.013, 0.030, 0.023, 0.032, 0.017, 0.013, 0.041, 0.028, 0.050, 0.018, 0.012],
  "s_squared": 0.750,
  "lumo_ev": [4.361, 4.383],
  "total_charge": -1,
  "homo_ha": [0.057, -0.273],
  "multiplicity": 2
}

Calculated E_tot, -34182.7370 -12479.8179 -80364.1697 -4340.4932 eV (same order as the records).
Calculated relative energy (zero: lowest compared OMol25 entry of this formula, charge and spin), 2.232 1.296 0.176 0.543 eV (same order as the records).